{"formula": "C17H43BNO10", "method": "wB97M-V/def2-TZVPD", "largest_force_ha_per_bohr": 0.0778, "multiplicity": 2, "homo_lumo_gap_ev": [8.6, 9.3], "species": ["C", "C", "C", "C", "C", "C", "O", "C", "O", "C", "C", "O", "B", "O", "O", "C", "C", "C", "C", "N", "O", "H", "H", "H", "H", "H", "H", "H", "H", "H", "H", "H", "H", "H", "H", "H", "H", "H", "H", "H", "H", "H", "H", "H", "H", "H", "H", "H", "C", "O", "H", "H", "H", "H", "C", "O", "H", "H", "H", "H", "C", "O", "H", "H", "H", "H", "C", "O", "H", "H", "H", "H"], "coordinates": [[0.0474, -1.9698, 2.9469], [0.7008, -0.9127, 1.8265], [1.9345, -0.1568, 2.6198], [-0.5396, 0.0720, 1.3935], [-0.1836, 1.1183, 0.1841], [-1.4766, 1.5341, -0.7597], [-2.2792, 0.3936, -1.2263], [-3.7154, 0.7022, -1.2903], [-4.3269, 0.9292, 0.0407], [-5.7872, 0.7494, 0.0050], [-6.2602, -0.3983, 1.1235], [-7.5059, -0.9936, 0.5850], [0.3504, 2.5635, 0.8492], [0.9416, 3.5977, -0.0716], [0.3156, 2.8564, 2.2974], [1.0950, 0.5134, -0.6355], [1.2404, -1.1143, -0.6339], [2.6076, -1.4379, -1.5439], [0.0055, -1.8522, -1.4871], [1.2528, -1.7769, 0.7197], [2.4792, -2.1532, 1.1200], [-0.8251, -2.5789, 2.4364], [-0.3267, -1.3572, 3.9011], [0.8950, -2.6981, 3.2931], [1.4331, 0.7056, 3.2669], [2.6419, 0.3658, 1.8217], [2.5094, -0.8381, 3.3781], [-1.4053, -0.6460, 1.0036], [-0.9913, 0.5979, 2.3631], [-2.1109, 2.2991, -0.0982], [-1.0525, 2.1956, -1.6534], [-4.2474, -0.2676, -1.7341], [-3.9786, 1.5722, -2.0611], [-6.2077, 0.3867, -1.0303], [-6.3352, 1.7528, 0.2747], [-5.4528, -1.2373, 1.2801], [-6.5108, 0.0886, 2.1648], [-7.8159, -1.6935, 1.2324], [0.1408, 3.9880, -0.5544], [0.8284, 3.6960, 2.4932], [0.9982, 0.8424, -1.7753], [2.0838, 0.9895, -0.2281], [2.9979, -2.5323, -1.4087], [2.2541, -1.3505, -2.6790], [3.4048, -0.5992, -1.3692], [-0.9321, -2.0484, -0.8073], [-0.2728, -1.0626, -2.3382], [0.3642, -2.8631, -1.9903], [2.7486, -1.7036, 6.5695], [2.8442, -0.4992, 5.8315], [2.6388, -2.5388, 5.8739], [3.6564, -1.8422, 7.1616], [1.8757, -1.6616, 7.2257], [2.9406, 0.2234, 6.4748], [2.5301, -3.8726, -4.3416], [1.1360, -3.7947, -4.1071], [2.9651, -2.8766, -4.2314], [2.9855, -4.5493, -3.6146], [2.7099, -4.2362, -5.3564], [0.7778, -4.6925, -4.2119], [-2.4294, 4.0880, -4.2565], [-1.5444, 2.9942, -4.4140], [-1.9852, 4.9736, -4.7168], [-3.3794, 3.8627, -4.7472], [-2.5923, 4.2759, -3.1924], [-1.9650, 2.2236, -3.9961], [4.9866, 1.8925, -0.7298], [5.1819, 0.6368, -1.3540], [3.9148, 2.0928, -0.6625], [5.4149, 1.8712, 0.2752], [5.4647, 2.6745, -1.3248], [6.1414, 0.4865, -1.3998]]}